Record 1
C38H22BrF5N6O6ReSe | ωB97M-V/def2-TZVPD

Computed properties:
Lowest unoccupied orbital energy (spin up / spin down), eV: -7.760 / -7.176
Charge: +2
Calculated total energy, eV: -212080.54745
F_max, eV/A: 0.60
HOMO level (spin up / spin down), eV: -12.0 / -12.0
Spin multiplicity: 2

Geometry as XYZ:
```
80
C38H22BrF5N6O6ReSe, DFT ωB97M-V/def2-TZVPD
Re 0.037 0.553 -2.171
C 3.143 -3.220 10.654
O 3.860 -3.555 9.468
C 3.406 -3.094 8.296
C 2.264 -2.306 8.142
C 1.890 -1.887 6.878
C 2.635 -2.237 5.755
C 3.776 -3.031 5.923
C 4.159 -3.455 7.172
C 2.203 -1.769 4.448
N 1.088 -1.104 4.199
C 1.098 -0.878 2.861
C 2.230 -1.405 2.265
N 2.929 -1.970 3.299
C 2.501 -1.287 0.876
C 3.657 -1.740 0.214
C 3.802 -1.519 -1.131
C 2.782 -0.876 -1.833
N 1.671 -0.461 -1.243
C 1.526 -0.633 0.100
C 0.348 -0.076 0.708
N -0.520 0.586 -0.108
C -1.586 1.176 0.421
C -1.865 1.126 1.786
C -1.016 0.440 2.622
C 0.125 -0.176 2.086
H 3.688 -3.684 11.468
H 2.128 -3.619 10.619
H 3.118 -2.139 10.800
H 1.667 -2.018 8.994
H 1.006 -1.276 6.756
H 4.379 -3.341 5.077
H 5.036 -4.071 7.313
H 3.818 -2.437 3.258
H 4.438 -2.249 0.764
H 4.687 -1.839 -1.662
H 2.869 -0.707 -2.898
H -2.229 1.714 -0.263
H -2.743 1.629 2.165
H -1.196 0.372 3.687
O -4.738 -3.556 -2.663
C -3.744 -2.692 -2.521
C -3.908 -1.313 -2.373
C -2.791 -0.532 -2.244
N -1.517 -0.996 -2.253
C -1.389 -2.336 -2.381
Br 0.312 -3.130 -2.356
C -2.448 -3.201 -2.513
H -5.603 -3.127 -2.665
H -4.886 -0.852 -2.365
H -2.896 0.537 -2.163
H -2.282 -4.262 -2.615
O 1.234 2.128 -1.857
C 1.025 3.366 -2.025
C -0.150 3.953 -2.524
C -0.168 5.359 -2.696
C -1.289 5.946 -3.189
C -2.432 5.202 -3.524
C -2.440 3.843 -3.359
C -1.298 3.185 -2.863
O -1.332 1.885 -2.724
N -1.310 7.412 -3.374
O -0.302 8.014 -3.078
O -2.355 7.899 -3.741
H 1.857 4.016 -1.751
H 0.695 5.963 -2.447
H -3.293 5.726 -3.914
H -3.310 3.255 -3.619
F -4.538 0.791 -7.346
C -3.400 0.599 -6.708
C -2.538 1.668 -6.497
F -2.858 2.876 -6.935
C -1.353 1.459 -5.816
F -0.533 2.496 -5.612
C -1.011 0.205 -5.337
Se 0.634 -0.062 -4.411
C -1.881 -0.848 -5.561
F -1.588 -2.063 -5.087
C -3.074 -0.666 -6.239
F -3.906 -1.680 -6.422
```

=====

Record 2
C2H10N2S | ωB97M-V/def2-TZVPD

Computed properties:
Structure (SMILES): NCCN.S
Lowest unoccupied orbital energy, eV: 0.855
Calculated total energy, eV: -16051.17883
F_max, eV/A: 1.20
HOMO level, eV: -8.7
Energy above the lowest of the compared OMol25 structures with the same formula, charge and spin, kcal/mol: 10.6

Geometry as XYZ:
```
15
C2H10N2S, DFT ωB97M-V/def2-TZVPD
C 1.156 0.048 -0.187
N 1.339 -1.265 -0.793
C 0.281 -0.074 1.060
N -0.800 0.933 1.045
H 0.704 0.767 -0.866
H 2.135 0.441 0.073
H 0.442 -1.601 -1.118
H 1.947 -1.203 -1.599
H 0.874 -0.013 1.970
H -0.200 -1.055 1.053
H -1.302 0.909 1.925
H -0.409 1.864 0.953
H -1.698 0.344 -0.134
S -2.359 -0.461 -1.179
H -2.110 0.366 -2.202
```

=====

Record 3
C4H6O2 | ωB97M-V/def2-TZVPD

Computed properties:
Structure (SMILES): O=C[C@@H]1C[C@@H]1O
Lowest unoccupied orbital energy, eV: 0.694
Calculated total energy, eV: -8338.63668
F_max, eV/A: 0.48
HOMO level, eV: -9.7
Energy above the lowest of the compared OMol25 structures with the same formula, charge and spin, kcal/mol: 42.1

Geometry as XYZ:
```
12
C4H6O2, DFT ωB97M-V/def2-TZVPD
O 0.621 1.409 0.872
C 0.603 0.733 -0.350
C 0.858 -0.742 -0.345
C -0.547 -0.205 -0.533
C -1.556 -0.367 0.566
O -2.289 -1.325 0.646
H 1.535 1.439 1.182
H 0.937 1.319 -1.207
H 1.333 -1.197 -1.209
H 1.091 -1.205 0.610
H -0.969 -0.321 -1.528
H -1.618 0.461 1.297
```

=====

Record 4
C9H15GaN7S2 | ωB97M-V/def2-TZVPD

Computed properties:
Lowest unoccupied orbital energy, eV: -10.591
Charge: +3
Calculated total energy, eV: -94029.12809
F_max, eV/A: 0.64
HOMO level, eV: -19.4
Energy above the lowest of the compared OMol25 structures with the same formula, charge and spin, kcal/mol: 0.0

Geometry as XYZ:
```
34
C9H15GaN7S2, DFT ωB97M-V/def2-TZVPD
Ga 0.783 -0.264 0.571
C -2.407 -1.871 -2.116
C -1.375 -1.124 -1.350
N -0.572 -1.617 -0.488
N -0.578 -2.926 -0.137
C 0.194 -3.341 0.881
N 0.219 -4.609 1.199
S 1.153 -2.228 1.781
C -1.192 0.335 -1.532
C -1.785 1.046 -2.553
C -1.564 2.420 -2.640
C -0.767 3.040 -1.694
C -0.183 2.260 -0.711
N -0.392 0.941 -0.630
H -2.727 -2.790 -1.627
H -2.017 -2.129 -3.107
H -3.293 -1.256 -2.269
H -1.157 -3.580 -0.646
H -0.324 -5.320 0.725
H 0.811 -4.932 1.953
H -2.403 0.557 -3.293
H -2.013 2.994 -3.441
H -0.589 4.107 -1.717
H 0.474 2.694 0.031
N 0.459 1.105 2.324
N 1.662 1.768 2.612
C 2.756 1.704 1.825
N 3.826 2.367 2.187
S 2.819 0.807 0.354
H -0.291 1.793 2.270
H 0.231 0.489 3.105
H 1.693 2.309 3.466
H 3.880 2.904 3.044
H 4.667 2.345 1.625
```

=====

Record 5
C2H2INO3 | ωB97M-V/def2-TZVPD

Computed properties:
Structure (SMILES): O=CC(=O)ONI
Lowest unoccupied orbital energy, eV: -0.809
Calculated total energy, eV: -17834.87423
F_max, eV/A: 5.78
HOMO level, eV: -9.3
Energy above the lowest of the compared OMol25 structures with the same formula, charge and spin, kcal/mol: 115.4

Geometry as XYZ:
```
9
C2H2INO3, DFT ωB97M-V/def2-TZVPD
C 1.499 -0.355 0.831
C 0.606 -0.282 -0.270
N -1.447 1.056 -0.821
O 0.134 -0.935 -1.104
O -0.357 1.154 -0.083
O 2.581 0.024 1.030
I -2.866 -0.105 0.212
H 1.045 -0.997 1.709
H -1.197 0.440 -1.504
```